1.
Entry from OMol25: C46H37F5NO3PSSbSeZn as an isolated structure (ωB97M-V/def2-TZVPD).

Properties
**Calculated total energy**: -7715.4842 a.u.
**Orbital gap (spin up / spin down)**: 0.10100 / 0.20944 Eh
**LUMO (spin up / spin down)**: 4.03 / 4.03 eV
**ΔE to the lowest compared entry with this formula, charge and spin**: 0.112 eV
**Spin multiplicity**: 2
**Net charge**: -2
**HOMO (spin up / spin down)**: 1.28 / -1.67 eV

```
97
Properties=species:S:1:pos:R:3:forces:R:3:mulliken_spin:R:1
Sb -0.979 0.219 -1.237 -0.37 -0.01 -0.77 -0.0007
Se 3.425 3.630 1.211 -0.41 0.01 0.03 0.0258
Zn 0.873 3.159 0.989 0.13 -0.05 -1.20 -0.0115
S -0.077 4.581 -0.735 -0.43 0.01 1.31 0.0245
P -1.067 -0.513 1.938 -0.38 -0.34 0.88 -0.0015
F 4.072 3.557 6.447 0.11 -0.17 -0.52 0.0000
F 5.753 1.664 1.592 0.04 0.01 0.55 0.0007
F 6.222 1.854 6.309 -0.44 0.22 -0.70 0.0000
F 7.059 0.921 3.861 -0.46 0.28 0.01 0.0001
F 2.768 4.313 4.155 0.43 -0.32 0.30 -0.0008
O -0.457 1.759 1.519 0.57 0.72 -0.12 0.0004
O -0.932 3.002 3.293 0.05 0.52 0.50 -0.0011
O 1.360 2.016 -0.629 -0.37 -1.19 1.51 -0.0436
N 1.678 2.775 -1.656 -0.18 0.86 -0.40 0.2683
C -2.864 -4.459 3.523 0.04 0.07 0.06 0.0000
C -1.016 1.975 2.645 -0.55 -0.01 0.35 0.0028
C -1.076 -2.859 3.599 -0.06 0.37 -0.11 -0.0003
C 2.303 4.197 -3.935 0.57 0.08 -1.13 0.4270
C 2.854 -1.492 2.142 0.21 -0.09 0.02 -0.0008
C -1.761 -2.028 2.715 0.07 -0.31 -0.10 0.0004
C 0.656 -0.583 2.557 0.03 -0.13 -0.17 -0.0029
C 2.561 0.205 3.798 0.19 0.04 0.13 -0.0024
C -0.508 -0.916 -4.178 0.13 -0.09 -0.09 -0.0126
C -0.746 -4.143 -0.516 -0.13 -0.15 0.08 0.0003
C 1.046 3.968 -1.885 0.02 0.97 -1.11 0.1292
C -3.573 -3.623 2.667 -0.17 -0.37 0.17 0.0000
C -3.138 -0.272 -1.141 0.51 0.06 0.05 0.0050
C -0.547 -0.953 -5.561 0.09 -0.12 -0.13 -0.0005
C 1.338 4.663 -3.042 -0.68 -0.16 1.08 -0.0225
C 1.497 -1.471 1.891 -0.19 0.00 0.03 0.0010
C -1.010 0.160 -3.462 0.18 -0.08 0.48 0.0279
C -1.163 -2.827 -0.639 -0.01 -0.20 0.06 0.0007
C 2.004 -1.116 -1.760 -0.02 -0.04 0.00 0.0069
C 5.559 2.217 5.173 -0.14 0.13 -0.26 -0.0009
C -1.544 1.238 -4.170 -0.10 0.10 0.00 0.0066
C -3.312 -1.977 -3.015 -0.03 -0.02 -0.05 0.0011
C 3.397 -0.643 3.091 -0.02 -0.13 -0.02 -0.0006
C -1.789 0.738 3.104 0.22 -0.09 -0.46 0.0006
C -2.108 2.423 -3.450 0.02 0.03 0.05 -0.0199
C 1.016 -2.180 -1.407 0.17 -0.15 -0.06 -0.0161
C 4.212 3.006 2.806 0.40 -0.08 0.70 -0.0076
C 5.321 2.130 2.780 -0.89 0.65 -0.63 0.0020
C 1.204 0.246 3.530 -0.09 -0.11 -0.01 0.0034
C -5.892 -0.524 -0.681 -0.07 -0.03 0.04 -0.0008
C -5.140 0.347 0.087 -0.19 0.12 0.16 0.0040
C 2.718 2.387 -2.439 1.12 -0.55 -0.86 0.2752
C -1.580 1.197 -5.558 -0.03 0.03 -0.17 0.0103
C -3.784 0.466 -0.156 0.02 0.13 0.09 0.0069
C 3.813 3.467 4.079 -0.20 -0.01 -1.10 -0.0028
C -5.267 -1.256 -1.674 -0.17 -0.06 -0.01 0.0004
C -0.307 -1.847 -1.114 -0.15 0.40 0.01 0.0092
C -3.900 -1.147 -1.915 -0.17 -0.17 -0.14 -0.0012
C 4.460 3.090 5.232 0.71 -0.45 0.82 0.0000
C 3.031 3.061 -3.582 -0.04 -0.30 0.27 -0.1661
C -3.025 -2.424 2.265 0.23 0.27 0.10 0.0003
C 0.541 -4.490 -0.882 0.04 -0.15 0.02 -0.0001
C -1.625 -4.058 4.004 -0.23 -0.38 0.08 0.0000
C 5.981 1.746 3.921 0.38 -0.11 1.05 0.0024
C -1.090 0.110 -6.258 -0.02 -0.03 -0.11 -0.0015
C 1.416 -3.508 -1.313 0.08 -0.07 -0.01 -0.0013
H -2.170 -2.564 -0.348 -0.09 -0.01 -0.02 -0.0002
H -2.455 3.179 -4.153 -0.03 0.07 0.00 -0.0027
H 0.588 0.944 4.079 0.01 0.07 0.05 0.0004
H -2.854 0.863 2.902 -0.04 -0.02 -0.01 0.0004
H 3.850 2.704 -4.186 0.16 -0.08 -0.09 -0.0042
H -2.295 -2.263 -2.774 0.04 -0.07 -0.12 -0.0003
H -2.947 2.116 -2.825 -0.12 0.05 0.08 0.0003
H -5.610 0.927 0.872 0.00 0.06 0.04 0.0001
H -3.563 -1.768 1.590 -0.07 -0.04 -0.12 -0.0001
H -3.903 -2.879 -3.177 -0.05 -0.07 0.00 0.0000
H 1.715 -0.599 -2.675 0.08 0.13 -0.05 -0.0031
H -0.154 -1.810 -6.093 0.03 -0.06 -0.02 0.0004
H 0.809 5.588 -3.204 -0.03 0.15 0.00 -0.0011
H 1.069 -2.149 1.168 0.01 -0.07 -0.18 0.0010
H 4.462 -0.648 3.273 0.06 0.03 0.04 0.0009
H -5.854 -1.936 -2.280 -0.01 -0.06 -0.04 0.0004
H -0.092 -1.765 -3.653 0.02 -0.07 0.03 0.0051
H 2.031 -0.376 -0.960 0.10 0.24 -0.02 0.0014
H 2.978 0.856 4.553 0.01 0.06 0.05 0.0003
H -1.427 -4.893 -0.136 -0.08 -0.06 0.04 0.0000
H -4.552 -3.925 2.316 -0.01 0.03 -0.07 0.0000
H -0.108 -2.548 3.967 0.11 -0.06 0.01 0.0001
H 2.434 -3.778 -1.565 0.08 0.04 -0.02 0.0002
H 3.003 -1.530 -1.887 0.06 0.00 -0.05 0.0020
H -3.289 -1.414 -3.948 0.06 0.01 -0.07 -0.0013
H 3.495 -2.164 1.588 0.02 -0.06 -0.05 -0.0002
H -3.273 -5.416 3.817 -0.07 -0.04 0.03 0.0000
H -1.361 2.876 -2.800 0.05 0.13 0.09 0.0054
H -1.089 -4.692 4.699 0.06 -0.05 0.00 0.0000
H -1.659 0.505 4.164 0.05 0.12 -0.11 -0.0001
H 0.870 -5.520 -0.821 0.02 -0.03 0.04 -0.0001
H -3.196 1.155 0.435 0.04 0.14 0.12 -0.0006
H -6.956 -0.635 -0.507 -0.02 0.00 0.00 -0.0001
H -1.131 0.091 -7.340 0.01 0.03 -0.05 0.0009
H 2.514 4.728 -4.847 0.06 0.11 -0.19 0.0617
H -1.996 2.034 -6.107 -0.03 0.08 0.03 0.0039
H 3.254 1.528 -2.074 0.08 -0.07 0.05 0.0061
```
Positions in Å, forces in eV/Å.



2.
Entry from OMol25: an isolated ion of composition C5H6NO and charge +1 (ωB97M-V/def2-TZVPD).

Properties
**Structure (SMILES)**: C1C2=C3O[C@H]3C[N@@H+]12
**Calculated total energy**: -323.5994 a.u.
**Orbital gap**: 0.35707 Eh
**LUMO**: -4.94 eV
**ΔE to the lowest compared entry with this formula, charge and spin**: 7.362 eV
**Spin multiplicity**: 1
**Net charge**: +1
**HOMO**: -14.66 eV

```
13
Properties=species:S:1:pos:R:3:forces:R:3:mulliken_charge:R:1
O 1.659 -0.473 1.521 1.04 -0.85 2.71 -0.3344
N -0.581 0.284 -0.599 0.96 0.17 -3.47 -0.0612
C -1.116 1.464 0.143 -1.69 0.80 2.30 -0.2681
C 1.307 -0.848 0.198 -1.30 -0.53 -0.50 -0.0461
C 0.285 1.184 0.232 0.81 0.91 -0.11 -0.0620
C -0.156 -1.101 -0.257 -0.25 -2.41 1.35 -0.5334
C 1.290 0.524 0.767 -1.61 -0.45 -3.06 0.4570
H 1.953 -1.491 -0.364 1.39 0.57 0.07 0.3645
H -0.527 0.451 -1.632 -0.29 -0.06 1.10 0.3491
H -1.632 1.155 1.087 -0.11 0.49 -1.10 0.2448
H -0.054 -1.812 -1.171 -0.77 1.62 1.35 0.3460
H -0.811 -1.628 0.542 0.88 1.14 -1.38 0.2682
H -1.616 2.291 -0.465 0.92 -1.38 0.72 0.2757
```
Positions in Å, forces in eV/Å.



3.
Entry from OMol25: C2H12BrN4PYb as an isolated structure (ωB97M-V/def2-TZVPD).

Properties
**Calculated total energy**: -4375.8334 a.u.
**Orbital gap**: 0.16654 Eh
**LUMO**: -9.98 eV
**ΔE to the lowest compared entry with this formula, charge and spin**: 0.000 eV
**Spin multiplicity**: 1
**Net charge**: +2
**HOMO**: -14.51 eV

```
21
Properties=species:S:1:pos:R:3:forces:R:3:mulliken_charge:R:1
Yb -3.665 0.292 1.962 -0.09 -0.98 -0.14 1.5471
Br 1.681 3.009 -0.782 -0.05 -0.01 -0.01 -0.4253
P 1.871 0.615 -0.263 0.03 -0.68 -0.15 0.2947
N -1.074 -1.461 0.765 -0.16 -0.01 0.57 -0.6391
N 2.070 -1.089 0.054 0.39 -0.07 0.13 -0.6655
N -0.618 -0.610 -1.352 -0.17 0.14 -0.28 -0.6740
N -2.249 0.509 0.106 -0.54 0.67 0.93 -0.5339
C -0.848 -0.261 -0.009 -0.22 0.01 -0.19 0.9848
C 0.221 0.705 0.546 -0.16 0.22 0.14 -1.3254
H -1.324 -1.196 -1.783 0.10 -0.11 0.16 0.2748
H -0.722 -1.354 1.714 0.24 0.02 -0.17 0.2643
H -0.513 -2.221 0.386 -0.15 -0.01 -0.08 0.3104
H 1.937 0.496 -1.638 -0.03 0.06 -0.20 0.1445
H -2.605 0.780 -0.811 0.24 -0.13 -0.07 0.3032
H -0.119 1.735 0.500 0.07 0.05 -0.03 0.5367
H 2.866 -1.291 0.653 -0.14 0.02 0.02 0.2675
H -2.110 1.408 0.587 0.84 0.44 -0.83 0.4172
H 2.954 0.994 0.506 0.08 0.24 0.19 0.1436
H 0.464 0.459 1.586 -0.16 -0.02 -0.01 0.2665
H 2.172 -1.685 -0.760 -0.16 0.12 -0.05 0.2630
H -0.390 0.164 -1.967 0.02 0.02 0.09 0.2448
```
Positions in Å, forces in eV/Å.